Formula: C4H12
Source: OMol25
Level of theory: ωB97M-V/def2-TZVPD

Last column: Löwdin spin population.
Atoms and positions in Å:
C1 -1.853 -0.409 1.587  0.186
C2 -2.571 -0.650 0.272  0.133
H1 -0.896 0.098 1.495  0.043
H2 -2.444 0.292 2.203  0.021
H3 -1.771 -1.292 2.221  0.025
H4 -2.913 0.261 -0.184  0.026
H5 -1.915 -1.182 -0.427  0.026
H6 -3.448 -1.300 0.370  0.014
C3 1.659 0.183 -1.363  0.181
C4 2.759 0.860 -0.518  0.169
H7 1.745 -0.895 -1.249  0.041
H8 0.663 0.531 -1.088  0.032
H9 1.841 0.458 -2.407  0.022
H10 2.604 1.920 -0.349  0.028
H11 3.717 0.734 -1.030  0.018
H12 2.822 0.391 0.468  0.036

## Properties
2S+1 = 2
Calculated total energy = -159.52481 a.u.
Relative energy (zero: lowest compared OMol25 entry of this formula, charge and spin) = 0.145 eV
Net charge = -1



Formula: C4H12
Source: OMol25
Level of theory: ωB97M-V/def2-TZVPD

Last column: natural (NBO) charge in e.
Atoms and positions in Å:
C1 0.507 -0.834 1.828  -0.633
C2 -0.208 0.413 2.300  -0.637
H1 1.588 -0.763 1.998  0.203
H2 0.249 -1.802 2.239  0.208
H3 0.627 -1.019 0.755  0.213
H4 -0.941 0.061 3.056  0.208
H5 0.457 0.999 2.937  0.219
H6 -0.851 0.855 1.543  0.219
C3 -0.002 -0.283 -1.569  -0.615
C4 -0.388 0.789 -2.601  -0.612
H7 0.317 0.182 -0.634  0.201
H8 -0.885 -0.876 -1.322  0.203
H9 0.835 -0.940 -1.773  0.210
H10 -0.656 0.276 -3.527  0.202
H11 -1.128 1.531 -2.349  0.210
H12 0.478 1.411 -2.882  0.200

## Properties
Calculated total energy = -159.55739 a.u.
Relative energy (zero: lowest compared OMol25 entry of this formula, charge and spin) = 0.750 eV
Structure (SMILES) = CC.CC



Formula: C4H12
Source: OMol25
Level of theory: ωB97M-V/def2-TZVPD

Last column: natural (NBO) charge in e.
Atoms and positions in Å:
C1 -0.819 -1.625 -0.764  -0.606
C2 -1.413 -1.062 -2.001  -0.618
H1 -0.928 -0.839 -0.017  0.196
H2 -1.221 -2.640 -0.611  0.205
H3 0.238 -1.759 -0.789  0.202
H4 -1.161 -1.974 -2.597  0.209
H5 -1.027 -0.052 -2.214  0.206
H6 -2.515 -0.879 -2.079  0.206
C3 1.781 1.402 0.930  -0.609
C4 0.469 1.349 1.780  -0.593
H7 2.541 1.477 1.704  0.206
H8 1.776 0.466 0.379  0.201
H9 1.774 2.242 0.234  0.204
H10 -0.309 1.120 1.141  0.192
H11 0.337 2.310 2.369  0.201
H12 0.477 0.464 2.535  0.197

## Properties
Calculated total energy = -159.54268 a.u.
Relative energy (zero: lowest compared OMol25 entry of this formula, charge and spin) = 1.151 eV
Structure (SMILES) = CC.CC



Formula: C4H12
Source: OMol25
Level of theory: ωB97M-V/def2-TZVPD

Last column: natural (NBO) charge in e.
Atoms and positions in Å:
C1 1.130 0.553 -1.348  -0.607
C2 0.203 0.141 -2.508  -0.606
H1 1.149 1.632 -1.250  0.203
H2 0.736 0.094 -0.446  0.202
H3 2.129 0.160 -1.503  0.203
H4 -0.189 -0.868 -2.350  0.200
H5 0.734 0.138 -3.455  0.203
H6 -0.679 0.781 -2.524  0.202
C3 -1.240 -0.683 1.559  -0.617
C4 -0.069 0.014 2.288  -0.615
H7 -2.141 -0.664 2.170  0.207
H8 -1.464 -0.098 0.672  0.203
H9 -1.033 -1.701 1.252  0.207
H10 -0.401 0.544 3.176  0.206
H11 0.433 0.708 1.623  0.205
H12 0.685 -0.680 2.666  0.204

## Properties
Calculated total energy = -159.57751 a.u.
Relative energy (zero: lowest compared OMol25 entry of this formula, charge and spin) = 0.203 eV
Structure (SMILES) = CC.CC



Formula: C4H12
Source: OMol25
Level of theory: ωB97M-V/def2-TZVPD

Last column: natural (NBO) charge in e.
Atoms and positions in Å:
C1 -0.958 0.353 -2.635  -0.620
C2 0.297 0.691 -1.829  -0.621
H1 -1.438 -0.578 -2.352  0.210
H2 -1.655 1.189 -2.704  0.209
H3 -0.690 0.247 -3.693  0.203
H4 0.259 1.603 -1.240  0.210
H5 1.165 0.619 -2.489  0.208
H6 0.575 -0.081 -1.109  0.202
C3 -0.181 -0.107 2.624  -0.619
C4 0.834 -0.911 1.809  -0.617
H7 0.156 0.328 3.569  0.206
H8 -0.554 0.771 2.096  0.205
H9 -0.988 -0.769 2.934  0.206
H10 0.814 -0.539 0.783  0.204
H11 0.575 -1.965 1.833  0.206
H12 1.889 -0.810 2.067  0.207

## Properties
Calculated total energy = -159.56640 a.u.
Relative energy (zero: lowest compared OMol25 entry of this formula, charge and spin) = 0.505 eV
Structure (SMILES) = CC.CC



Formula: C4H12
Source: OMol25
Level of theory: ωB97M-V/def2-TZVPD

Last column: natural (NBO) charge in e.
Atoms and positions in Å:
C1 0.576 -1.525 0.520  -0.614
C2 0.918 -2.995 0.799  -0.611
H1 0.318 -0.963 1.419  0.205
H2 1.431 -0.986 0.110  0.205
H3 -0.254 -1.397 -0.172  0.203
H4 0.369 -3.665 0.140  0.205
H5 0.619 -3.256 1.816  0.203
H6 1.944 -3.171 0.712  0.205
C3 -0.767 1.678 -0.162  -0.621
C4 -0.663 2.841 -1.150  -0.616
H7 -0.246 1.741 0.785  0.209
H8 -1.840 1.540 0.038  0.201
H9 -0.588 0.696 -0.598  0.210
H10 -0.608 2.584 -2.200  0.210
H11 0.295 3.324 -0.917  0.201
H12 -1.382 3.641 -0.986  0.205

## Properties
Calculated total energy = -159.56843 a.u.
Relative energy (zero: lowest compared OMol25 entry of this formula, charge and spin) = 0.450 eV
Structure (SMILES) = CC.CC



Formula: C4H12
Source: OMol25
Level of theory: ωB97M-V/def2-TZVPD

Last column: natural (NBO) charge in e.
Atoms and positions in Å:
C1 -0.836 -1.222 -0.383  -0.614
C2 -0.131 -2.179 0.594  -0.628
H1 -0.993 -1.699 -1.315  0.203
H2 -1.739 -0.758 -0.015  0.207
H3 -0.182 -0.325 -0.625  0.206
H4 0.927 -2.253 0.709  0.214
H5 -0.365 -1.828 1.626  0.201
H6 -0.601 -3.170 0.526  0.208
C3 1.198 1.382 -0.259  -0.635
C4 -0.199 2.056 0.032  -0.616
H7 1.250 1.196 -1.319  0.218
H8 1.896 1.918 0.415  0.223
H9 1.245 0.322 0.082  0.196
H10 -0.879 1.240 -0.175  0.202
H11 -0.301 2.799 -0.802  0.206
H12 -0.409 2.385 1.026  0.208

## Properties
Calculated total energy = -159.54008 a.u.
Relative energy (zero: lowest compared OMol25 entry of this formula, charge and spin) = 1.222 eV
Structure (SMILES) = CC.CC



Formula: C4H12
Source: OMol25
Level of theory: ωB97M-V/def2-TZVPD

Last column: natural (NBO) charge in e.
Atoms and positions in Å:
C1 1.648 -1.596 0.603  -0.620
C2 1.369 -0.553 1.688  -0.619
H1 1.886 -2.624 0.877  0.210
H2 0.815 -1.562 -0.100  0.204
H3 2.523 -1.386 -0.022  0.201
H4 1.668 0.449 1.411  0.212
H5 1.699 -0.924 2.658  0.210
H6 0.285 -0.550 1.819  0.201
C3 -2.230 1.295 -0.990  -0.615
C4 -0.728 0.954 -1.169  -0.617
H7 -2.845 0.685 -1.664  0.200
H8 -2.610 1.053 -0.006  0.210
H9 -2.378 2.307 -1.363  0.208
H10 -0.696 -0.038 -1.627  0.202
H11 -0.234 0.963 -0.205  0.206
H12 -0.171 1.526 -1.910  0.208

## Properties
Calculated total energy = -159.56497 a.u.
Relative energy (zero: lowest compared OMol25 entry of this formula, charge and spin) = 0.544 eV
Structure (SMILES) = CC.CC



Formula: C4H12
Source: OMol25
Level of theory: ωB97M-V/def2-TZVPD

Last column: natural (NBO) charge in e.
Atoms and positions in Å:
C1 1.847 -2.213 0.916  -0.613
C2 1.530 -0.909 1.689  -0.616
H1 1.748 -3.059 1.587  0.203
H2 1.215 -2.381 0.046  0.203
H3 2.843 -2.226 0.467  0.204
H4 1.224 -1.218 2.680  0.208
H5 2.367 -0.219 1.738  0.206
H6 0.780 -0.356 1.129  0.206
C3 -1.726 1.551 -0.526  -0.615
C4 -1.658 1.569 -2.064  -0.614
H7 -2.697 1.779 -0.101  0.209
H8 -1.318 0.583 -0.249  0.206
H9 -1.056 2.328 -0.150  0.203
H10 -1.116 0.728 -2.493  0.205
H11 -1.336 2.515 -2.490  0.205
H12 -2.658 1.362 -2.478  0.201

## Properties
Calculated total energy = -159.56833 a.u.
Relative energy (zero: lowest compared OMol25 entry of this formula, charge and spin) = 0.453 eV
Structure (SMILES) = CC.CC



Formula: C4H12
Source: OMol25
Level of theory: ωB97M-V/def2-TZVPD

Last column: natural (NBO) charge in e.
Atoms and positions in Å:
C1 -0.605 -2.163 1.190  -0.629
C2 -0.101 -2.273 -0.227  -0.592
H1 -1.473 -1.607 1.413  0.210
H2 -0.892 -3.064 1.662  0.205
H3 0.067 -1.749 1.990  0.203
H4 -0.824 -1.595 -0.904  0.196
H5 0.847 -1.902 -0.470  0.209
H6 -0.098 -3.213 -0.476  0.198
C3 1.061 2.415 -0.295  -0.632
C4 -0.296 1.948 -0.770  -0.623
H7 1.868 2.057 -0.868  0.213
H8 1.056 3.509 -0.179  0.209
H9 1.136 2.362 0.869  0.206
H10 -0.240 1.259 -1.621  0.215
H11 -0.833 1.592 0.242  0.207
H12 -0.962 2.796 -1.042  0.206

## Properties
Calculated total energy = -159.51738 a.u.
Relative energy (zero: lowest compared OMol25 entry of this formula, charge and spin) = 1.839 eV
Structure (SMILES) = CC.CC



Formula: C4H12
Source: OMol25
Level of theory: ωB97M-V/def2-TZVPD

Last column: natural (NBO) charge in e.
Atoms and positions in Å:
C1 -0.866 -1.984 -0.114  -0.605
C2 0.311 -2.001 -1.105  -0.609
H1 -1.850 -2.056 -0.575  0.201
H2 -0.822 -2.774 0.629  0.205
H3 -0.748 -1.005 0.330  0.200
H4 0.237 -2.778 -1.871  0.201
H5 1.190 -2.251 -0.506  0.204
H6 0.469 -1.067 -1.637  0.204
C3 0.761 1.430 0.415  -0.608
C4 -0.230 2.547 0.819  -0.610
H7 1.485 1.229 1.200  0.204
H8 0.253 0.551 0.062  0.200
H9 1.410 1.810 -0.375  0.202
H10 -0.435 2.464 1.884  0.204
H11 0.093 3.550 0.546  0.206
H12 -1.148 2.407 0.254  0.202

## Properties
Calculated total energy = -159.57261 a.u.
Relative energy (zero: lowest compared OMol25 entry of this formula, charge and spin) = 0.336 eV
Structure (SMILES) = CC.CC



Formula: C4H12
Source: OMol25
Level of theory: ωB97M-V/def2-TZVPD

Last column: natural (NBO) charge in e.
Atoms and positions in Å:
C1 -0.765 -1.993 0.098  -0.608
C2 -1.199 -2.010 1.610  -0.598
H1 0.275 -1.894 -0.146  0.205
H2 -1.016 -3.007 -0.250  0.200
H3 -1.351 -1.232 -0.348  0.202
H4 -0.500 -2.676 2.227  0.197
H5 -2.189 -2.420 1.710  0.203
H6 -1.145 -1.032 2.031  0.199
C3 1.684 2.284 -0.837  -0.621
C4 0.274 1.745 -0.901  -0.622
H7 2.421 1.629 -0.412  0.207
H8 2.203 2.566 -1.895  0.204
H9 1.729 3.097 -0.059  0.209
H10 -0.270 1.956 0.081  0.205
H11 -0.335 2.237 -1.665  0.210
H12 0.217 0.616 -1.093  0.207

## Properties
Calculated total energy = -159.55717 a.u.
Relative energy (zero: lowest compared OMol25 entry of this formula, charge and spin) = 0.756 eV
Structure (SMILES) = CC.CC



Which of these has the highest relative energy (zero: lowest compared OMol25 entry of this formula, charge and spin)?
number 10